Entry 1:
C21H43ClNO7S2 as an isolated structure. Source: OMol25; level of theory: ωB97M-V/def2-TZVPD.

Each line ends with the Löwdin charge.
CARTESIAN COORDINATES (ANGSTROEM)
C1 -2.059 -0.805 -0.326  -0.2456
H1 -3.680 -0.869 -1.756  0.1169
H2 0.905 3.345 1.768  0.1073
C2 5.652 -4.765 -1.045  -0.1704
H3 -2.237 3.537 -2.847  0.1043
H4 -1.956 0.278 -2.986  0.1094
N1 -2.865 0.234 2.031  -0.3809
H5 -5.938 2.150 1.760  0.0736
H6 0.256 4.744 -0.085  0.1210
C3 6.590 -5.558 -1.946  -0.2150
O1 -1.390 2.044 1.128  -0.3853
H7 -5.169 2.561 -0.753  0.1136
C4 2.479 -2.909 3.232  -0.1651
C5 1.458 3.193 0.845  -0.1745
C6 -3.480 1.825 -2.864  -0.2091
H8 0.877 -3.415 0.386  0.1166
O2 5.849 -5.865 -3.128  -0.1494
S1 -2.709 -1.189 1.297  0.5062
C7 -2.470 0.859 -2.213  -0.1910
C8 3.073 3.971 -0.695  -0.2225
C9 2.817 3.888 0.804  -0.1715
H9 2.404 -3.253 4.263  0.1087
O3 -0.496 0.620 2.900  -0.3602
H10 -7.093 3.299 1.090  0.0639
H11 4.152 -6.314 -0.905  0.1168
O4 -4.046 -1.698 1.137  -0.3236
H12 4.371 -3.632 2.376  0.1088
H13 -1.213 -0.135 -0.169  0.0829
C10 -3.249 3.295 -2.504  -0.2090
C11 -3.349 3.725 -1.028  -0.1932
C12 -5.014 3.915 0.903  -0.2704
Cl1 -2.499 2.456 3.657  0.3117
C13 -3.097 -0.119 -1.217  -0.2253
H14 2.744 4.892 1.232  0.1097
H15 -4.250 4.235 1.617  0.0922
H16 -3.879 2.196 0.389  0.0726
H17 5.895 -4.868 0.011  0.1084
O5 2.824 -3.670 1.024  -0.1686
H18 3.873 -6.414 -3.295  0.1131
C14 0.763 3.812 -0.357  -0.2011
H19 -4.499 1.508 -2.624  0.1001
H20 4.192 -4.679 -3.476  0.1159
H21 3.690 4.825 -0.983  0.1097
S2 -1.649 1.177 2.252  0.1803
H22 5.679 -3.704 -1.299  0.1162
H23 1.783 -1.915 0.666  0.1192
C15 1.142 -2.891 2.495  -0.1715
H24 -3.587 4.795 -1.020  0.1022
H25 0.563 -3.786 2.731  0.1184
H26 -6.314 3.626 2.641  0.0622
H27 3.601 3.347 1.334  0.1075
C16 -6.155 3.214 1.643  -0.1143
H28 0.517 -2.028 2.711  0.0869
H29 0.034 3.146 -0.816  0.0942
H30 -3.920 3.916 -3.106  0.1001
H31 7.487 -5.005 -2.232  0.1121
C17 -4.373 3.007 -0.145  -0.2255
H32 -2.366 3.639 -0.563  0.0784
H33 3.559 3.058 -1.060  0.1131
H34 3.153 -4.893 2.657  0.1131
C18 1.594 -2.925 1.045  -0.1887
H35 -5.387 4.819 0.408  0.0993
O6 1.796 4.105 -1.312  -0.1452
O7 -1.726 -2.035 1.929  -0.3345
H36 -3.803 0.410 -0.577  0.0838
H37 3.463 -4.711 -1.158  0.0974
C19 4.462 -5.579 -2.912  -0.2046
H38 2.921 -1.910 3.235  0.1132
H39 -3.400 1.762 -3.953  0.0984
C20 4.297 -5.359 -1.416  -0.1708
C21 3.300 -3.848 2.357  -0.2190
H40 -1.694 1.442 -1.707  0.0959
H41 -1.677 -1.751 -0.711  0.1015
H42 6.901 -6.492 -1.464  0.1129
H43 1.571 2.117 0.704  0.1167

Forces on atoms 1 to 2 (eV/Å):
-0.13 0.09 -0.06
-0.04 -0.01 0.05

Calculated values
Kohn-Sham gap: 0.33658 hartree
total charge: -1
LUMO: 2.521 eV
HOMO level: -6.6 eV

Entry 2:
C21H43GaN2P3S as an isolated structure in a non-equilibrium geometry. Source: OMol25; level of theory: ωB97M-V/def2-TZVPD.

Each line ends with the Löwdin charge.
CARTESIAN COORDINATES (ANGSTROEM)
H1 -4.317 -2.325 1.600  0.0809
H2 -3.245 -1.577 3.862  0.0847
H3 -2.440 0.015 3.697  0.0158
H4 -0.924 -3.312 2.671  0.0632
H5 -2.421 2.196 -1.324  0.0566
C1 1.089 -0.651 -6.270  -0.1238
H6 -3.657 3.253 2.515  0.0889
H7 -4.327 -0.536 1.316  0.0425
C2 -1.286 4.070 1.036  -0.2073
H8 3.060 -3.949 -6.797  0.1173
H9 -0.817 4.313 0.071  0.0536
H10 2.274 -3.792 -0.767  0.0612
H11 1.096 1.269 6.753  0.1194
H12 -2.534 2.190 3.404  0.0481
C3 -1.652 -3.191 1.857  -0.2129
C4 1.207 -3.998 -0.582  -0.0666
H13 0.586 0.315 -6.108  0.1017
C5 -2.339 -1.061 3.515  -0.2270
N1 0.721 0.519 2.624  -0.0868
H14 3.130 3.048 -0.284  0.0945
C6 2.388 2.623 0.413  -0.2013
H15 -3.580 1.244 -0.340  0.0511
C7 1.900 -0.106 4.407  0.0085
P1 -1.942 2.369 1.048  0.7369
C8 1.574 -0.451 3.140  -0.0969
H16 -2.104 4.782 1.230  0.0847
C9 1.360 1.900 5.885  0.0221
C10 2.475 -3.045 -6.634  -0.0568
C11 1.800 -2.456 -7.708  -0.0522
C12 0.273 -3.643 -1.480  -0.0812
H17 -3.783 -1.654 0.025  0.0643
C13 0.591 1.477 3.557  -0.1347
H18 0.096 1.707 -2.510  0.0216
H19 -0.538 4.193 1.837  0.0546
H20 1.765 -2.945 -8.678  0.1190
H21 -2.561 -3.767 2.092  0.0829
H22 -1.457 -1.412 4.079  0.0589
H23 2.521 -0.604 5.129  0.1482
H24 1.594 2.655 -2.512  0.0825
H25 0.664 2.750 5.807  0.1067
C14 1.196 -1.206 -7.548  -0.0603
C15 2.700 0.096 -0.826  -0.2521
N2 1.280 1.118 4.658  -0.0927
H26 2.386 2.276 6.049  0.1189
H27 0.982 -4.600 0.288  0.0457
P2 -2.055 -1.403 1.724  0.8149
C16 -3.029 2.194 -0.407  -0.2176
H28 -3.747 3.029 -0.440  0.0885
P3 1.420 1.344 -0.465  0.7570
H29 2.934 -2.907 -4.508  0.1041
Ga1 -0.415 0.538 0.758  0.4831
H30 0.228 3.178 -1.505  0.0391
C17 -3.090 2.305 2.462  -0.2149
H31 1.731 3.424 0.774  0.0471
C18 2.395 -2.478 -5.353  -0.0898
H32 0.557 -3.128 -2.409  0.0020
C19 0.772 2.304 -1.883  -0.2425
H33 2.908 2.174 1.269  0.0617
C20 -3.790 -1.480 1.113  -0.2379
H34 0.785 -0.651 -8.403  0.1226
H35 3.419 0.472 -1.584  0.0910
H36 -3.799 1.471 2.354  0.0506
H37 1.910 -1.301 2.555  0.1274
H38 3.253 -0.132 0.093  0.0635
H39 -1.205 -3.566 0.929  0.0175
H40 2.257 -0.835 -1.205  -0.0095
H41 0.051 2.420 3.469  0.1328
S1 1.124 -0.702 -3.594  0.7899
H42 -0.165 -1.177 -3.459  -0.0789
H43 -0.794 -3.836 -1.332  0.0481
C21 1.566 -1.354 -5.149  -0.6322

Forces on atoms 1 to 2 (eV/Å):
0.40 0.50 -0.12
0.27 0.03 -0.23

Calculated values
Kohn-Sham gap: 0.17415 hartree
total charge: +3
LUMO: -10.254 eV
HOMO level: -15.0 eV

Entry 3:
C21H43N2P3ReS as an isolated structure in a non-equilibrium geometry. Source: OMol25; level of theory: ωB97M-V/def2-TZVPD.

Each line ends with the Löwdin charge.
CARTESIAN COORDINATES (ANGSTROEM)
Re1 0.796 -0.494 0.534  0.8951
C1 -2.613 0.794 0.729  -0.2487
H1 -2.258 -2.842 0.324  0.0521
C2 0.528 -3.662 -0.551  -0.2056
H2 1.983 -1.359 -0.273  0.0272
H3 -5.118 1.092 -7.079  0.1422
H4 3.237 -0.941 2.662  0.0502
H5 2.801 -4.462 0.856  0.0851
H6 2.524 1.133 -1.709  0.1026
N1 4.994 0.814 0.414  0.1711
C3 -3.589 2.232 -4.246  -0.0942
H7 -1.131 -1.496 3.248  0.0247
C4 -3.004 1.025 -3.802  -0.5377
H8 2.994 2.212 2.778  0.0549
H9 3.156 -3.253 2.149  0.0635
H10 0.039 0.488 4.472  0.0723
C5 -1.956 -1.115 2.641  -0.1956
H11 0.355 -3.353 3.292  0.0604
C6 -2.311 -1.847 -0.129  -0.2326
H12 -3.474 3.147 -3.677  0.1041
P1 1.047 -2.760 0.983  0.6768
C7 3.235 0.989 -0.905  -0.1075
H13 -2.983 1.131 1.706  0.0608
H14 -0.889 -3.834 2.139  0.0571
C8 4.555 1.310 -0.808  0.0081
S1 -1.855 1.034 -2.476  0.9923
H15 1.105 -4.591 -0.612  0.0801
H16 0.564 -4.782 2.305  0.0916
C9 -0.275 3.018 -1.779  0.2132
C10 0.197 -3.750 2.282  -0.2019
H17 -4.335 -1.071 -6.123  0.1312
C11 -0.955 2.618 -2.970  -0.3948
C12 2.084 2.498 2.239  -0.1990
H18 -0.938 2.717 1.629  0.0303
C13 -0.571 2.299 2.569  -0.2243
H19 -0.820 3.353 -0.886  0.1069
H20 1.283 -0.652 3.873  0.0326
P2 -1.429 -0.637 0.925  0.6274
H21 0.801 2.843 -1.765  0.0954
C14 -4.251 2.261 -5.467  -0.0266
H22 -3.358 -1.529 -0.213  0.0773
C15 4.135 -0.373 2.386  0.0151
H23 -0.548 -3.879 -0.558  0.0501
H24 2.335 2.784 1.212  0.0496
H25 -3.474 0.468 0.135  0.0628
P3 0.837 1.116 2.225  0.7340
H26 -1.406 1.831 3.099  0.0477
C16 -3.333 -0.167 -4.448  -0.0889
H27 5.005 -1.045 2.365  0.1236
H28 1.676 3.389 2.735  0.0735
H29 -0.249 3.149 3.185  0.0801
C17 -4.087 -0.142 -5.620  -0.0243
H30 -1.849 -1.850 -1.124  0.0384
C18 3.945 0.234 1.052  -0.3868
H31 -2.390 -0.253 3.161  0.0593
C19 2.775 -3.400 1.130  -0.2014
H32 1.757 0.960 4.488  0.0830
H33 -2.991 -1.109 -4.022  0.1074
H34 -2.715 -1.903 2.559  0.0847
H35 5.940 0.883 0.791  0.2038
H36 -0.232 2.349 -3.768  0.1258
H37 -1.641 3.434 -3.290  0.1388
H38 -4.552 3.224 -5.890  0.1371
H39 3.404 -2.844 0.420  0.0576
H40 -2.153 1.638 0.202  -0.0187
H41 0.784 -3.036 -1.419  0.0552
C20 -4.535 1.075 -6.145  -0.0122
H42 4.338 0.381 3.162  0.1114
C21 0.992 0.405 3.929  -0.1974
H43 5.198 1.799 -1.503  0.1428
N2 2.868 0.305 0.272  -0.1702

Forces on atoms 1 to 2 (eV/Å):
4.55 0.79 -1.14
0.38 0.78 -0.18

Calculated values
Kohn-Sham gap (spin up / spin down): 0.14129 / 0.13475 hartree
total charge: +4
multiplicity: 4
LUMO (spin up / spin down): -14.593 / -14.766 eV
HOMO level (spin up / spin down): -18.4 / -18.4 eV

Calculated E, -2663.99935; -4281.58301; -2434.32640 Ha (same order as the records).